Entry from the Open Molecules 2025 dataset: a cluster of 2 separate species, C2H3NO3 in total at a distorted geometry (ωB97M-V/def2-TZVPD).

Energy above the lowest of the compared OMol25 structures with the same formula, charge and spin (kcal per mole): 42.9
Frontier orbital gap (eV): 10.697
Net charge: 0

Each line ends with the Mulliken charge.
Positions of all 9 atoms, in Å:
C1 -2.49 0.42 -0.31  0.1275
C2 0.28 0.25 -0.57  0.6974
N1 0.02 -0.48 -1.60  -0.7207
O1 -0.08 1.56 -0.36  -0.4698
O2 1.10 -0.22 0.28  -0.4718
O3 -2.81 -0.18 0.59  -0.1684
H1 -0.61 1.91 -1.03  0.3974
H2 1.48 -0.98 -0.14  0.3462
H3 -0.83 -0.19 -2.22  0.2622

***

Entry from the Open Molecules 2025 dataset: an isolated molecule of C10H13BrN2O at a distorted geometry (ωB97M-V/def2-TZVPD).

Energy above the lowest of the compared OMol25 structures with the same formula, charge and spin (kcal per mole): 23.8
Frontier orbital gap (eV): 10.923
Net charge: 0

Each line ends with the Mulliken charge.
Positions of all 27 atoms, in Å:
C1 1.26 0.96 1.80  -2.2138
C2 1.41 0.86 0.31  2.2247
C3 2.88 0.79 -0.05  -1.4468
C4 0.66 2.00 -0.44  -2.2135
O1 1.02 -0.38 -0.26  -0.3991
C5 -0.31 -0.84 0.00  1.6868
C6 -0.23 -1.35 1.41  -0.1137
N1 -0.11 -2.03 2.32  -0.6105
C7 -0.60 -1.99 -0.91  -1.2069
C8 -1.80 -2.14 -1.48  -0.5015
C9 -2.94 -1.37 -1.07  -0.6537
C10 -2.48 -0.14 -0.38  0.1292
Br1 -3.86 1.21 -0.01  -0.1556
N2 -1.38 0.16 0.09  -0.3178
H1 0.22 0.97 2.16  0.3756
H2 1.90 0.26 2.11  0.7030
H3 1.72 1.97 2.10  0.4622
H4 3.34 1.00 0.91  0.3754
H5 3.28 1.62 -0.85  0.2740
H6 3.29 -0.15 -0.49  0.3072
H7 0.60 1.86 -1.46  0.4478
H8 -0.23 2.23 0.00  0.5372
H9 1.21 2.90 -0.27  0.5720
H10 0.23 -2.50 -1.31  0.4926
H11 -1.93 -2.98 -2.08  0.4981
H12 -3.59 -1.14 -1.89  0.4559
H13 -3.56 -1.79 -0.28  0.2911

***

Entry from the Open Molecules 2025 dataset: a cluster of 3 separate species, C4H9NOS in total at a distorted geometry (ωB97M-V/def2-TZVPD).

Energy above the lowest of the compared OMol25 structures with the same formula, charge and spin (kcal per mole): 160.1
Frontier orbital gap (eV): 4.986
Net charge: 0

Each line ends with the Mulliken charge.
Positions of all 16 atoms, in Å:
O1 2.13 0.06 -0.10  -0.4447
C1 1.24 0.52 -0.78  0.0797
C2 0.68 1.85 -0.80  -0.0130
C3 0.93 -1.87 1.25  -0.6336
C4 -0.31 -2.33 1.23  -0.3930
S1 -3.05 0.99 0.12  -0.3367
N1 -0.42 1.98 -1.54  -0.2635
H1 0.80 -0.18 -1.52  0.3694
H2 0.79 2.46 0.11  0.3130
H3 1.15 -0.97 1.81  0.2958
H4 1.70 -2.29 0.62  0.2983
H5 -1.23 -1.81 1.48  0.2319
H6 -0.45 -3.35 0.87  0.2058
H7 -1.97 0.23 0.33  0.0310
H8 -0.60 2.85 -2.05  0.3255
H9 -1.39 1.87 -1.04  -0.0660

***

Entry from the Open Molecules 2025 dataset: an isolated molecule of C4H9NO2S at a distorted geometry (ωB97M-V/def2-TZVPD).

Energy above the lowest of the compared OMol25 structures with the same formula, charge and spin (kcal per mole): 137.9
Frontier orbital gap (spin up / spin down) (eV): 8.188 / 6.962
Net charge: 0

Each line ends with the Mulliken charge.
Positions of all 17 atoms, in Å:
C1 0.79 -1.04 -0.82  -0.3377
C2 -0.01 0.82 0.82  -0.4485
C3 1.07 -2.25 -0.01  -0.9231
C4 -2.14 1.39 -0.06  -0.7437
N1 -0.72 1.68 0.06  -0.0230
O1 1.73 1.43 -0.95  -0.7168
O2 2.61 0.16 0.84  -0.6357
S1 1.54 0.34 -0.07  1.2175
H1 -0.24 -0.92 -1.13  0.2992
H2 -0.41 -0.15 1.28  0.2841
H3 1.39 -3.15 -0.52  0.3495
H4 0.18 -2.77 0.45  0.2537
H5 1.96 -2.12 0.75  0.2719
H6 -2.16 1.11 -1.12  0.3519
H7 -2.53 0.68 0.73  0.2457
H8 -2.86 2.31 -0.03  0.2758
H9 -0.20 2.48 -0.22  0.2794

***

Entry from the Open Molecules 2025 dataset: a structure of composition C32H49O3ReSe at a distorted geometry (ωB97M-V/def2-TZVPD).

<S²>: 3.76
Frontier orbital gap (spin up / spin down) (eV): 7.049 / 6.738
Spin multiplicity: 4
Net charge: +1

Each line ends with the Mulliken spin population.
Positions of all 86 atoms, in Å:
Re1 1.71 1.37 0.13  2.9621
C1 1.01 -6.17 0.68  0.0015
C2 0.08 -5.44 1.68  0.0023
C3 -1.38 -5.67 1.28  0.0008
C4 0.31 -6.07 3.06  0.0001
C5 0.41 -3.96 1.63  0.0175
C6 0.26 -3.27 0.43  -0.0444
C7 0.61 -1.94 0.35  0.0044
Se1 0.74 -1.04 -1.40  0.1638
C8 -0.83 0.04 -1.88  0.0036
C9 -1.75 -0.41 -2.79  -0.0382
C10 -2.71 0.46 -3.33  0.0127
C11 -2.68 1.79 -2.92  -0.0096
C12 -1.76 2.29 -2.02  -0.0026
C13 -0.81 1.40 -1.50  0.0267
O1 0.08 1.80 -0.61  -0.1262
C14 -1.73 3.75 -1.59  -0.0041
C15 -2.87 4.58 -2.19  0.0018
C16 -0.40 4.40 -2.02  -0.0025
C17 -1.89 3.80 -0.06  0.0093
C18 -3.67 -0.06 -4.37  0.0018
C19 -4.49 -1.22 -3.80  0.0007
C20 -2.85 -0.55 -5.58  0.0009
C21 -4.64 1.01 -4.88  0.0000
C22 1.17 -1.27 1.45  0.0995
O2 1.48 0.01 1.35  -0.0348
C23 1.31 -1.95 2.68  -0.0148
C24 0.92 -3.28 2.73  -0.0099
C25 1.85 -1.20 3.89  -0.0028
C26 0.93 0.00 4.15  0.0053
C27 3.29 -0.71 3.60  0.0020
C28 1.89 -2.05 5.16  0.0011
H1 0.82 -7.24 0.72  0.0001
H2 2.05 -6.00 0.95  -0.0002
H3 0.86 -5.83 -0.33  -0.0002
H4 -1.60 -6.74 1.32  0.0002
H5 -1.59 -5.32 0.28  -0.0008
H6 -2.04 -5.15 1.97  -0.0003
H7 0.08 -7.13 3.02  0.0000
H8 -0.33 -5.62 3.81  0.0000
H9 1.35 -5.98 3.37  0.0001
H10 -0.13 -3.77 -0.44  -0.0078
H11 -1.73 -1.45 -3.09  -0.0075
H12 -3.42 2.46 -3.32  -0.0006
H13 -2.81 4.62 -3.28  -0.0003
H14 -2.80 5.60 -1.81  0.0000
H15 -3.84 4.19 -1.90  0.0000
H16 -0.29 4.35 -3.10  0.0006
H17 0.46 3.91 -1.56  0.0046
H18 -0.40 5.44 -1.71  0.0001
H19 -2.83 3.34 0.22  0.0008
H20 -1.88 4.83 0.28  -0.0003
H21 -1.08 3.27 0.44  0.0097
H22 -3.86 -2.05 -3.49  -0.0006
H23 -5.19 -1.58 -4.55  0.0001
H24 -5.06 -0.89 -2.93  -0.0003
H25 -2.19 -1.36 -5.32  -0.0004
H26 -2.25 0.26 -5.99  0.0000
H27 -3.52 -0.90 -6.36  0.0000
H28 -5.27 1.38 -4.08  0.0000
H29 -5.30 0.57 -5.63  0.0000
H30 -4.12 1.84 -5.34  0.0001
H31 1.01 -3.80 3.67  -0.0009
H32 0.88 0.67 3.30  0.0138
H33 1.29 0.56 5.01  0.0000
H34 -0.08 -0.36 4.36  0.0005
H35 3.33 -0.02 2.76  0.0041
H36 3.94 -1.56 3.38  -0.0002
H37 3.67 -0.21 4.48  0.0002
H38 0.89 -2.39 5.44  0.0000
H39 2.27 -1.44 5.98  0.0000
H40 2.55 -2.91 5.05  -0.0001
C29 5.24 3.13 0.92  -0.0035
C30 3.77 3.41 0.61  -0.0356
C31 2.96 3.61 1.91  0.1297
C32 3.60 4.63 -0.31  -0.0087
O3 3.25 2.30 -0.08  -0.0879
H41 5.72 3.98 1.39  -0.0002
H42 5.77 2.89 0.00  -0.0002
H43 5.31 2.27 1.59  0.0001
H44 3.37 4.46 2.45  0.0071
H45 3.02 2.72 2.54  -0.0260
H46 1.91 3.81 1.69  -0.0195
H47 4.08 5.51 0.11  -0.0001
H48 2.54 4.84 -0.46  0.0041
H49 4.04 4.41 -1.28  -0.0018

***

Entry from the Open Molecules 2025 dataset: an isolated molecule of C7H9N at a distorted geometry (ωB97M-V/def2-TZVPD).

Energy above the lowest of the compared OMol25 structures with the same formula, charge and spin (kcal per mole): 38.1
Frontier orbital gap (eV): 8.505
Net charge: 0

Each line ends with the Mulliken charge.
Positions of all 17 atoms, in Å:
C1 -2.58 0.20 1.98  -0.7670
C2 -1.28 0.00 1.80  -0.1993
C3 -0.55 -0.22 0.59  0.4334
C4 0.81 0.26 0.50  -0.5620
C5 1.17 0.07 -0.88  0.6944
C6 2.50 0.19 -1.51  -1.0949
C7 0.03 -0.44 -1.58  -0.8589
N1 -1.01 -0.57 -0.69  -0.0344
H1 -3.02 0.37 3.02  0.2270
H2 -3.29 0.15 1.12  0.2150
H3 -0.65 0.05 2.71  0.1987
H4 1.34 0.60 1.41  0.2938
H5 2.65 1.22 -1.22  0.2684
H6 3.43 -0.32 -1.18  0.2593
H7 2.48 0.06 -2.58  0.3039
H8 -0.06 -0.68 -2.63  0.3874
H9 -1.97 -0.94 -0.86  0.2351

***

> What is the formula in the sixth record?

C7H9N